Here is a cluster of 5 separate species, C14H30O9S3 in total from the Open Molecules 2025 dataset. Energies are from ωB97M-V/def2-TZVPD.

The molar mass is 438.6 g mol⁻¹. Its net charge is +1. Its multiplicity is 2. The total energy comes out at -65924.4222 eV. The value obtained for the gap between HOMO and LUMO (spin up / spin down) is 6.575 / 1.868 eV.

Last column: Mulliken charge in e.
CARTESIAN COORDINATES (ANGSTROEM)
C  1.58  -1.50  -2.41  -0.784
C  2.69  -2.04  -1.55  0.321
C  2.47  -2.30  -0.09  0.231
O  2.51  -3.76  0.04  -0.350
C  2.95  -4.26  -1.08  0.613
O  3.08  -5.49  -1.29  -0.568
O  3.18  -3.27  -1.98  -0.383
H  2.08  -1.50  -3.38  0.395
H  1.29  -0.55  -1.96  0.014
H  0.68  -2.12  -2.46  0.274
H  3.52  -1.32  -1.57  0.319
H  1.54  -1.89  0.31  -0.301
H  3.25  -1.95  0.59  0.287
C  -1.92  -2.03  -0.52  -1.256
C  -1.78  -2.51  0.94  0.799
C  -2.42  -1.68  2.02  0.030
O  -3.13  -2.72  2.73  -0.356
C  -3.01  -3.89  2.16  0.571
O  -3.33  -4.96  2.66  -0.572
O  -2.42  -3.78  0.98  -0.391
H  -1.39  -1.09  -0.69  0.162
H  -2.98  -2.06  -0.76  0.443
H  -1.48  -2.80  -1.16  0.324
H  -0.73  -2.60  1.25  -0.021
H  -3.08  -0.98  1.52  0.086
H  -1.77  -1.06  2.64  0.124
C  -1.70  2.08  -3.92  -0.928
S  -0.10  1.26  -4.21  0.936
O  -0.08  0.50  -5.54  -0.313
C  1.03  2.74  -4.39  -0.935
H  -2.45  1.36  -4.24  0.406
H  -1.77  2.93  -4.60  0.407
H  -1.64  2.54  -2.93  0.326
H  1.01  3.42  -3.54  0.352
H  0.75  3.35  -5.25  0.427
H  2.01  2.30  -4.58  0.362
C  -1.90  2.19  0.98  -1.188
S  -0.11  1.78  1.04  0.480
O  -0.04  0.25  1.05  -0.388
C  0.33  2.42  -0.67  -0.767
H  -2.40  1.57  1.73  0.322
H  -2.36  1.84  0.06  0.375
H  -2.10  3.25  1.12  0.453
H  -0.28  1.81  -1.33  -0.331
H  1.40  2.25  -0.82  0.410
H  0.02  3.46  -0.63  0.539
C  1.94  1.35  3.64  -0.502
S  1.01  1.52  5.28  0.460
O  1.87  2.30  6.25  -0.595
C  -0.28  2.70  4.71  -0.780
H  1.79  2.31  3.16  0.168
H  1.58  0.57  2.97  0.015
H  3.01  1.16  3.75  0.434
H  -0.95  2.94  5.53  0.394
H  -1.07  2.28  4.09  0.123
H  0.10  3.66  4.36  0.326

***

Here is an isolated molecule of CH4N2P2 from the Open Molecules 2025 dataset. Energies are from ωB97M-V/def2-TZVPD.

The molar mass is 106.0 g mol⁻¹. The energy above the lowest of the compared OMol25 structures with the same formula, charge and spin is 8.98 kJ/mol. Its net charge is 0. Its multiplicity is 3. The total energy comes out at -22655.5542 eV. The value obtained for the gap between HOMO and LUMO (spin up / spin down) is 7.919 / 7.018 eV.

Last column: Mulliken charge in e.
CARTESIAN COORDINATES (ANGSTROEM)
C  0.04  0.34  0.16  0.432
N  -0.18  -0.58  -0.95  -0.270
N  0.33  -0.34  1.26  -0.598
P  -0.22  -2.24  -0.78  -0.238
P  -0.07  2.02  -0.85  0.004
H  -0.13  -0.25  -1.89  0.246
H  0.22  0.29  2.05  0.229
H  0.33  -2.16  0.62  0.135
H  -0.33  2.91  0.38  0.061